53
Properties=species:S:1:pos:R:3:forces:R:3 method="wB97M-V/def2-TZVPD" smiles="Brc1ccc(/C=C/[C@@H](c2ccc(Br)cc2)[C@H]2CCCC2=[N+]2CCCC2)cc1" charge=+1 lumo_ev=-3.8 gap_ev=7.12 energy_ev=-166878.4208 largest_force_ev_per_a=2.36
C -3.09852 -0.83245 2.70904 -0.3 -0.1 0.0
C -3.03281 0.63968 2.26353 0.1 0.0 0.2
C -1.53162 1.09487 2.30257 -1.5 -0.6 1.4
C -0.76526 -0.15030 2.70545 0.8 -0.1 1.5
N 0.47374 -0.15276 3.14793 -1.8 0.3 -1.5
C 1.17765 -1.36769 3.55402 0.6 -0.9 0.4
C 2.66671 -0.98863 3.61839 0.2 -0.2 -0.2
C 2.76360 0.52391 3.36471 0.1 0.3 0.1
C 1.36386 0.99960 2.95722 0.6 0.6 -0.4
C -1.65762 -1.34604 2.92343 -0.3 0.0 -0.2
H -3.66335 -0.86928 3.65095 0.2 -0.3 -0.3
H -3.62396 -1.44843 1.96757 0.1 0.2 0.3
H -3.46483 0.77690 1.26401 0.2 0.0 0.3
H -3.60440 1.26761 2.96628 0.1 -0.2 -0.5
H -1.46809 1.72893 3.22049 0.4 -0.1 -0.6
H 0.83046 -1.76492 4.52370 -0.2 0.5 -0.4
H 1.01680 -2.16523 2.81106 -0.1 0.4 0.2
H 3.10881 -1.25581 4.58369 -0.1 0.0 -0.3
H 3.20456 -1.53515 2.83556 0.0 0.1 0.3
H 3.09933 1.06038 4.25930 0.0 -0.2 -0.2
H 3.46866 0.74286 2.55341 -0.1 0.0 0.3
H 1.36770 1.27837 1.88985 -0.2 -0.2 0.5
H 1.03819 1.89082 3.52096 -0.1 -0.5 -0.1
H -1.57617 -1.77227 3.94055 0.4 0.2 -0.4
H -1.38688 -2.15208 2.21554 0.0 0.3 0.2
Br -4.97336 6.87348 0.48235 0.0 -0.2 0.1
C -3.94469 5.30580 0.70902 0.3 -0.9 0.0
C -3.19760 5.09746 1.88079 0.2 0.0 -0.5
C -2.30739 4.01938 1.95086 -0.4 0.0 -0.3
C -2.23679 3.06783 0.92185 0.3 -0.2 0.1
C -1.23101 1.87346 1.05778 0.8 1.3 -1.4
C -1.18159 1.01763 -0.20596 0.3 -0.2 0.0
C -0.02964 0.46446 -0.62394 -0.8 0.4 0.6
C 0.20978 -0.19264 -1.89962 0.3 -0.8 -1.0
C 1.35901 -1.00345 -2.04459 -0.6 0.2 -0.1
C 1.64887 -1.64271 -3.24460 -0.5 0.2 -0.4
C 0.78864 -1.46853 -4.34601 -0.1 0.5 0.8
Br 1.19766 -2.29301 -5.99253 0.0 0.0 0.1
C -0.35646 -0.66270 -4.23106 0.2 -0.1 0.4
C -0.64599 -0.03260 -3.01308 0.6 -0.5 0.2
C -3.06876 3.23124 -0.18908 -0.2 0.2 0.1
C -3.91044 4.34760 -0.31198 0.4 0.1 0.4
H -3.27696 5.80676 2.69827 0.1 -0.1 -0.1
H -1.65125 3.92246 2.81580 -0.2 0.1 -0.1
H -0.21971 2.33153 1.12088 -0.6 -0.1 0.1
H -2.09282 0.90671 -0.81068 0.5 0.0 0.3
H 0.82784 0.51956 0.05210 0.0 0.1 -0.3
H 1.99982 -1.15015 -1.17441 0.0 0.0 -0.3
H 2.53234 -2.26622 -3.33864 -0.1 0.1 0.0
H -1.01414 -0.52327 -5.08595 0.2 -0.1 0.2
H -1.54274 0.57628 -2.90586 0.2 -0.1 -0.2
H -3.09296 2.49783 -0.99441 0.1 0.3 0.2
H -4.50442 4.48391 -1.21478 0.1 0.0 0.3